No. 1
{
  "formula": "C35H41MgN8O6SSe",
  "method": "wB97M-V/def2-TZVPD",
  "elements": ["Mg", "C", "N", "C", "C", "N", "C", "C", "C", "C", "C", "C", "C", "C", "C", "N", "C", "N", "C", "C", "N", "C", "C", "C", "N", "C", "C", "H", "H", "H", "H", "H", "H", "H", "H", "H", "H", "H", "H", "H", "H", "H", "H", "H", "H", "H", "H", "H", "H", "H", "H", "H", "H", "H", "H", "H", "H", "O", "S", "O", "N", "C", "C", "C", "C", "C", "C", "C", "C", "N", "C", "C", "C", "C", "C", "C", "C", "H", "H", "H", "H", "H", "H", "H", "H", "H", "H", "H", "O", "Se", "O", "O", "O"],
  "coordinates": [[-0.04, 0.18, -0.43], [1.04, 1.03, 2.73], [2.46, 0.93, 2.48], [3.28, 0.99, 3.67], [2.91, 0.46, 1.28], [2.06, 0.00, 0.41], [2.49, -0.39, -0.88], [3.24, 0.43, -1.68], [3.64, 0.00, -2.96], [3.29, -1.24, -3.41], [2.43, -2.07, -2.65], [1.99, -3.32, -3.16], [1.07, -4.06, -2.49], [0.53, -3.58, -1.28], [0.96, -2.40, -0.73], [0.26, -1.86, 0.38], [0.21, -2.53, 1.49], [-0.71, -2.25, 2.45], [-0.44, -2.45, 3.86], [-1.89, -1.47, 2.15], [1.12, -3.53, 1.84], [2.49, -3.47, 1.40], [0.63, -4.84, 2.21], [1.97, -1.63, -1.38], [4.29, 0.49, 1.13], [5.02, -0.56, 0.47], [4.97, 1.77, 1.19], [0.88, 1.69, 3.59], [0.60, 0.05, 2.96], [0.53, 1.48, 1.89], [3.31, 2.01, 4.06], [4.30, 0.66, 3.45], [2.87, 0.34, 4.44], [3.49, 1.42, -1.33], [4.22, 0.66, -3.58], [3.60, -1.59, -4.39], [2.38, -3.64, -4.12], [0.72, -5.00, -2.90], [-0.29, -4.11, -0.81], [0.59, -2.76, 4.01], [-1.11, -3.21, 4.29], [-0.61, -1.52, 4.40], [-2.12, -1.55, 1.09], [-1.77, -0.41, 2.41], [-2.74, -1.87, 2.73], [2.75, -2.44, 1.18], [2.69, -4.08, 0.51], [3.13, -3.82, 2.21], [-0.42, -4.79, 2.47], [1.18, -5.22, 3.08], [0.76, -5.56, 1.39], [4.41, -1.46, 0.39], [5.92, -0.80, 1.06], [5.34, -0.29, -0.54], [4.29, 2.54, 1.54], [5.31, 2.07, 0.19], [5.85, 1.72, 1.84], [2.24, 3.03, 0.26], [0.91, 3.54, -0.04], [0.81, 4.53, -1.09], [-0.06, 2.31, -0.16], [-1.35, 2.34, -0.74], [-2.22, 3.48, -0.64], [-3.60, 3.45, -0.53], [-4.52, 2.41, -0.51], [-4.26, 1.03, -0.73], [-5.28, 0.12, -1.07], [-5.01, -1.21, -1.35], [-3.70, -1.66, -1.29], [-2.71, -0.84, -0.91], [-2.99, 0.42, -0.64], [0.45, 4.41, 1.47], [-0.68, 4.08, 2.19], [-0.97, 4.77, 3.36], [-0.14, 5.79, 3.80], [0.99, 6.13, 3.06], [1.28, 5.44, 1.89], [-1.73, 4.44, -0.70], [-4.05, 4.44, -0.45], [-5.57, 2.68, -0.49], [-6.30, 0.49, -1.13], [-5.81, -1.88, -1.64], [-3.43, -2.68, -1.52], [-1.34, 3.30, 1.83], [-1.87, 4.52, 3.92], [-0.37, 6.33, 4.71], [1.63, 6.93, 3.39], [2.15, 5.70, 1.30], [-2.45, 1.21, -3.42], [-1.03, 1.62, -2.76], [-0.15, 0.22, -2.35], [-1.89, 1.10, -0.13], [-0.08, 2.58, -3.65]],
  "relative_energy_kj_mol": 390.2,
  "charge": -1,
  "energy_ha": -5247.55406,
  "lumo_energy_ev": 1.960,
  "e_homo_ev": -2.70,
  "homo_lumo_gap_ev": 4.7
}



No. 2
{
  "formula": "C35H41N4O2S2Tl",
  "method": "wB97M-V/def2-TZVPD",
  "elements": ["Tl", "O", "S", "O", "N", "C", "C", "C", "C", "C", "C", "C", "C", "N", "C", "C", "C", "C", "C", "C", "C", "H", "H", "H", "H", "H", "H", "H", "H", "H", "H", "H", "C", "N", "C", "C", "C", "C", "C", "C", "C", "C", "H", "H", "H", "H", "H", "H", "H", "H", "H", "H", "H", "H", "C", "N", "C", "C", "C", "C", "C", "C", "C", "C", "H", "H", "H", "H", "H", "H", "H", "H", "H", "H", "H", "H", "C", "S", "C", "H", "H", "H", "H", "H", "H"],
  "coordinates": [[-0.65, 0.04, -0.10], [0.83, -1.06, -2.74], [1.88, -0.07, -2.56], [2.38, 0.48, -3.82], [1.37, 1.00, -1.50], [2.15, 1.93, -0.95], [3.48, 2.19, -1.31], [4.20, 3.21, -0.71], [3.64, 4.03, 0.25], [2.32, 3.80, 0.67], [1.68, 4.59, 1.65], [0.40, 4.25, 2.05], [-0.20, 3.12, 1.50], [0.36, 2.38, 0.56], [1.58, 2.72, 0.11], [3.26, -0.99, -1.83], [4.19, -1.58, -2.67], [5.21, -2.35, -2.14], [5.29, -2.54, -0.77], [4.36, -1.94, 0.07], [3.34, -1.16, -0.46], [3.94, 1.60, -2.09], [5.23, 3.39, -1.01], [4.20, 4.84, 0.70], [2.19, 5.44, 2.07], [-0.12, 4.85, 2.79], [-1.18, 2.81, 1.82], [4.10, -1.41, -3.74], [5.94, -2.81, -2.80], [6.08, -3.15, -0.36], [4.41, -2.09, 1.13], [2.60, -0.70, 0.18], [-3.60, -0.76, 1.10], [-3.03, 0.44, 1.64], [-2.65, 0.26, 3.02], [-3.90, 1.58, 1.41], [-3.65, 2.26, 0.08], [-4.59, 3.19, -0.35], [-4.33, 3.97, -1.47], [-3.14, 3.81, -2.15], [-2.25, 2.82, -1.75], [-2.46, 2.02, -0.62], [-4.58, -1.01, 1.57], [-2.91, -1.59, 1.26], [-3.75, -0.63, 0.03], [-3.48, -0.12, 3.66], [-2.30, 1.21, 3.44], [-1.81, -0.44, 3.05], [-3.73, 2.32, 2.20], [-4.97, 1.28, 1.49], [-5.53, 3.32, 0.18], [-5.06, 4.72, -1.80], [-2.91, 4.44, -3.00], [-1.33, 2.69, -2.31], [0.75, -3.57, -0.19], [-0.43, -3.20, 0.56], [-1.55, -4.01, 0.18], [-0.21, -3.19, 2.00], [0.85, -2.20, 2.43], [1.95, -2.69, 3.12], [2.93, -1.84, 3.59], [2.78, -0.47, 3.39], [1.68, -0.01, 2.68], [0.66, -0.82, 2.16], [0.92, -4.66, -0.19], [1.62, -3.09, 0.25], [0.67, -3.21, -1.22], [-1.37, -5.10, 0.34], [-1.76, -3.86, -0.88], [-2.44, -3.73, 0.75], [0.04, -4.22, 2.36], [-1.17, -2.92, 2.46], [2.06, -3.77, 3.29], [3.80, -2.23, 4.12], [3.53, 0.21, 3.78], [1.60, 1.07, 2.54], [-2.51, -0.31, -3.38], [-4.18, -0.91, -3.04], [-4.05, -2.59, -3.76], [-2.33, -0.34, -4.46], [-1.77, -0.90, -2.85], [-2.50, 0.71, -3.02], [-3.18, -3.09, -3.35], [-3.96, -2.52, -4.84], [-4.96, -3.13, -3.50]],
  "relative_energy_kj_mol": 121.4,
  "charge": -2,
  "energy_ha": -2696.56265,
  "lumo_energy_ev": 4.375,
  "e_homo_ev": 0.36,
  "homo_lumo_gap_ev": 4.0
}



No. 3
{
  "formula": "C35H41N8V",
  "method": "wB97M-V/def2-TZVPD",
  "elements": ["V", "C", "C", "C", "C", "C", "H", "H", "H", "H", "H", "C", "N", "C", "C", "C", "C", "C", "N", "C", "C", "C", "C", "C", "C", "H", "H", "H", "H", "H", "H", "H", "H", "H", "H", "H", "N", "C", "C", "C", "N", "C", "C", "N", "C", "H", "H", "H", "H", "H", "H", "H", "H", "H", "H", "H", "H", "H", "H", "H", "H", "N", "C", "C", "C", "C", "C", "C", "N", "C", "C", "C", "C", "N", "C", "C", "H", "H", "H", "H", "H", "H", "H", "H", "H"],
  "coordinates": [[-0.08, 0.29, -0.84], [1.01, 1.45, -2.58], [0.12, 2.33, -1.95], [-1.19, 1.85, -2.20], [-1.10, 0.66, -2.94], [0.28, 0.42, -3.18], [2.07, 1.60, -2.64], [0.37, 3.24, -1.42], [-2.10, 2.28, -1.82], [-1.93, 0.03, -3.22], [0.67, -0.41, -3.75], [2.82, -3.06, -3.08], [1.72, -2.58, -2.26], [0.69, -3.34, -1.95], [-0.42, -3.06, -1.17], [-1.32, -4.07, -0.74], [-2.19, -3.48, 0.14], [-1.81, -2.13, 0.21], [-0.76, -1.85, -0.58], [2.40, -3.58, -4.44], [1.22, -3.17, -5.06], [0.89, -3.64, -6.33], [1.74, -4.52, -6.98], [2.91, -4.94, -6.37], [3.23, -4.47, -5.10], [3.36, -3.84, -2.55], [3.50, -2.22, -3.20], [0.73, -4.34, -2.37], [-1.28, -5.11, -1.05], [-3.00, -3.95, 0.67], [-2.28, -1.36, 0.80], [0.54, -2.49, -4.56], [-0.02, -3.32, -6.80], [1.48, -4.89, -7.97], [3.57, -5.63, -6.87], [4.15, -4.81, -4.62], [2.87, 2.29, 0.14], [3.90, 1.68, 1.00], [3.24, 0.81, 2.06], [2.70, -0.54, 1.57], [1.37, -0.47, 0.89], [3.74, -1.27, 0.72], [4.31, -0.43, -0.41], [3.27, -0.22, -1.43], [4.89, 0.87, 0.16], [2.33, 2.97, 0.66], [2.61, 0.48, -1.06], [3.31, 2.79, -0.62], [4.48, 2.45, 1.53], [2.45, 1.37, 2.56], [3.99, 0.58, 2.82], [2.55, -1.15, 2.47], [0.69, -0.28, 1.62], [1.15, -1.44, 0.65], [3.31, -2.19, 0.32], [4.56, -1.56, 1.39], [5.12, -0.99, -0.88], [1.87, -1.65, -1.85], [3.70, 0.20, -2.25], [5.28, 1.50, -0.66], [5.75, 0.62, 0.79], [-3.74, 3.32, 4.92], [-4.91, 3.68, 5.54], [-5.19, 4.30, 6.75], [-6.52, 4.51, 7.05], [-7.54, 4.11, 6.18], [-7.27, 3.50, 4.97], [-5.93, 3.28, 4.65], [-5.37, 2.70, 3.53], [-4.08, 2.74, 3.72], [-3.12, 2.22, 2.76], [-1.74, 2.29, 2.93], [-0.91, 1.77, 1.96], [-1.36, 1.17, 0.85], [-2.69, 1.12, 0.68], [-3.59, 1.62, 1.59], [-2.82, 3.45, 5.28], [-4.40, 4.60, 7.43], [-6.78, 4.98, 7.99], [-8.57, 4.30, 6.46], [-8.05, 3.20, 4.29], [-1.30, 2.75, 3.81], [0.17, 1.83, 2.07], [-3.03, 0.64, -0.23], [-4.65, 1.56, 1.41]],
  "relative_energy_kj_mol": 83.5,
  "charge": 1,
  "energy_ha": -2740.25393,
  "s2": 3.764,
  "lumo_energy_ev": [-2.764, -2.842],
  "multiplicity": 4,
  "e_homo_ev": [-10.12, -10.56],
  "homo_lumo_gap_ev": [7.4, 7.7]
}



No. 4
{
  "formula": "C35H42BrCsN4OSSi3",
  "method": "wB97M-V/def2-TZVPD",
  "elements": ["Cs", "Br", "C", "C", "C", "C", "O", "C", "C", "N", "C", "C", "C", "C", "C", "C", "C", "C", "N", "C", "C", "H", "H", "H", "H", "H", "H", "H", "H", "H", "H", "C", "Si", "C", "C", "C", "Si", "C", "C", "C", "Si", "C", "C", "C", "C", "C", "C", "C", "N", "H", "H", "H", "H", "H", "H", "H", "H", "H", "H", "H", "H", "H", "H", "H", "H", "H", "H", "H", "H", "H", "H", "H", "H", "H", "H", "H", "H", "S", "C", "C", "C", "C", "C", "N", "H", "H", "H", "H"],
  "coordinates": [[-1.73, 0.67, 0.12], [0.94, 5.00, 6.86], [0.18, 3.91, 5.48], [0.16, 2.51, 5.64], [-0.40, 1.72, 4.67], [-0.97, 2.26, 3.47], [-1.50, 1.53, 2.60], [-0.90, 3.70, 3.34], [-1.45, 4.38, 2.19], [-1.84, 3.83, 1.11], [-2.52, 4.63, 0.19], [-3.52, 5.51, 0.55], [-4.27, 6.20, -0.42], [-4.06, 5.98, -1.75], [-3.06, 5.06, -2.17], [-2.83, 4.75, -3.53], [-1.88, 3.83, -3.85], [-1.13, 3.24, -2.81], [-1.29, 3.52, -1.54], [-2.27, 4.40, -1.21], [-0.35, 4.48, 4.36], [0.59, 2.07, 6.52], [-0.42, 0.65, 4.79], [-1.51, 5.47, 2.29], [-3.76, 5.62, 1.60], [-5.05, 6.88, -0.10], [-4.66, 6.48, -2.51], [-3.43, 5.23, -4.29], [-1.71, 3.53, -4.87], [-0.38, 2.50, -3.05], [-0.33, 5.56, 4.23], [1.48, -4.43, 3.52], [1.08, -3.46, 1.93], [0.27, -4.84, 0.89], [-0.38, -2.32, 2.33], [2.46, -2.61, 1.15], [3.37, -1.33, 2.02], [5.18, -1.78, 2.42], [3.54, 0.34, 1.13], [2.64, -0.81, 3.70], [2.82, -2.97, -0.56], [3.73, -4.61, -0.88], [3.92, -1.71, -1.46], [1.28, -3.07, -1.70], [1.08, -4.11, -2.60], [-0.06, -4.16, -3.39], [-0.98, -3.14, -3.28], [-0.71, -2.12, -2.37], [0.37, -2.07, -1.61], [0.58, -4.90, 3.93], [1.93, -3.83, 4.31], [2.19, -5.23, 3.27], [-0.45, -5.34, 1.56], [0.98, -5.60, 0.54], [-0.29, -4.48, 0.03], [-1.23, -2.86, 2.75], [-0.70, -1.86, 1.38], [-0.12, -1.50, 3.00], [5.72, -2.05, 1.51], [5.23, -2.64, 3.09], [5.71, -0.94, 2.89], [4.25, 0.31, 0.31], [3.88, 1.10, 1.85], [2.58, 0.67, 0.73], [2.42, -1.64, 4.37], [1.71, -0.24, 3.56], [3.35, -0.15, 4.19], [4.66, -4.58, -0.31], [3.99, -4.77, -1.93], [3.17, -5.48, -0.52], [4.88, -1.54, -0.96], [3.40, -0.74, -1.54], [4.12, -2.08, -2.47], [1.81, -4.91, -2.66], [-0.22, -4.98, -4.09], [-1.90, -3.10, -3.86], [-1.42, -1.30, -2.29], [-4.38, -0.30, -1.75], [-3.69, -0.12, -3.32], [-4.34, -0.67, -4.46], [-3.79, -0.55, -5.71], [-2.57, 0.11, -5.86], [-1.99, 0.61, -4.71], [-2.51, 0.52, -3.49], [-5.28, -1.19, -4.31], [-4.30, -0.97, -6.57], [-2.08, 0.21, -6.82], [-1.02, 1.11, -4.78]],
  "relative_energy_kj_mol": 55.1,
  "charge": -2,
  "energy_ha": -5514.19585,
  "lumo_energy_ev": 3.759,
  "e_homo_ev": -1.69,
  "homo_lumo_gap_ev": 5.4
}